(1)
Below is a structure of composition C6H12Cl6CoI2 at a distorted geometry, with properties calculated with ωB97M-V with the def2-TZVPD basis set.

Calculated values
multiplicity	4
energy above the lowest of the compared OMol25 structures with the same formula, charge and spin	0.000	eV
⟨S²⟩	3.758
charge	0
max |F|	0.0560	Eh/bohr
frontier orbital gap (alpha / beta)	0.33730 / 0.28190	Eh

The geometry in XYZ format:
```
27
C6H12Cl6CoI2, DFT ωB97M-V with the def2-TZVPD basis set
Co -1.342 0.187 2.152
I -2.612 -0.767 0.063
I -0.327 -1.096 4.140
Cl -0.605 4.280 -0.534
C -2.163 4.345 0.381
C -2.803 3.128 0.853
Cl -2.111 2.543 2.430
H -2.850 4.939 -0.213
H -1.891 4.944 1.270
H -2.834 2.342 0.116
H -3.865 3.228 1.117
Cl 2.761 1.225 -1.555
C 2.959 0.198 -0.187
C 1.709 -0.212 0.517
Cl 0.772 1.225 0.959
H 3.652 0.766 0.477
H 3.467 -0.695 -0.545
H 1.983 -0.758 1.406
H 1.048 -0.719 -0.187
Cl 0.904 -4.210 0.574
C 0.143 -3.789 -1.055
C 1.139 -3.629 -2.168
Cl 0.331 -2.812 -3.560
H -0.365 -2.787 -0.790
H -0.611 -4.495 -1.292
H 1.679 -4.512 -2.425
H 1.833 -2.871 -1.943
```

Partial charges, natural (NBO), in e:
1 Co 1.15
2 I -0.66
3 I -0.63
4 Cl -0.05
5 C -0.40
6 C -0.38
7 Cl -0.07
8 H 0.24
9 H 0.23
10 H 0.26
11 H 0.25
12 Cl -0.02
13 C -0.43
14 C -0.39
15 Cl -0.04
16 H 0.23
17 H 0.23
18 H 0.25
19 H 0.23
20 Cl -0.10
21 C -0.36
22 C -0.37
23 Cl -0.07
24 H 0.24
25 H 0.22
26 H 0.22
27 H 0.21

(2)
Below is a structure of composition C13H30F3N3O9Sr at a distorted geometry, with properties calculated with ωB97M-V with the def2-TZVPD basis set.

Calculated values
charge	-2
max |F|	0.0837	Eh/bohr
frontier orbital gap	0.11387	Eh

The geometry in XYZ format:
```
59
C13H30F3N3O9Sr, DFT ωB97M-V with the def2-TZVPD basis set
Sr 1.548 -1.274 -2.216
O 5.726 -3.169 -2.296
H 5.801 -4.025 -1.831
O 4.255 2.119 -1.028
H 4.063 2.834 -0.391
O 3.927 -0.183 -5.952
H 3.145 -0.355 -6.512
O 1.250 -5.218 -3.790
H 0.752 -5.772 -3.157
C 0.808 4.990 -5.176
O 0.566 3.984 -4.535
N 1.225 6.118 -4.628
C 1.532 7.315 -5.504
C 1.137 6.295 -3.161
H 0.864 4.859 -6.268
H 1.539 7.082 -6.569
H 2.472 7.821 -5.287
H 0.772 8.042 -5.217
H 0.873 5.399 -2.599
H 2.051 6.583 -2.642
H 0.305 6.921 -2.835
C 1.543 -5.966 3.337
O 1.141 -5.049 2.628
N 1.041 -6.342 4.503
C 1.754 -7.272 5.401
C -0.075 -5.632 5.096
H 2.381 -6.646 3.122
H 2.628 -7.545 4.808
H 1.277 -8.216 5.663
H 1.986 -6.781 6.345
H -0.775 -5.015 4.533
H -0.817 -6.318 5.503
H 0.343 -5.065 5.928
C -5.506 -1.377 -3.248
O -4.422 -1.012 -2.697
N -6.472 -0.549 -3.658
C -7.876 -0.973 -3.920
C -6.204 0.841 -3.881
H -5.726 -2.456 -3.246
H -8.592 -0.643 -3.168
H -8.022 -2.049 -3.827
H -8.329 -0.547 -4.815
H -5.130 1.022 -3.886
H -6.706 1.269 -4.748
H -6.692 1.244 -2.993
C 3.216 0.558 6.219
C 2.588 0.604 4.866
O 1.635 1.672 4.918
C 0.666 1.857 3.982
O 0.634 1.207 2.976
C -0.233 3.017 4.308
F 0.440 3.876 5.013
F -0.640 3.570 3.187
F -1.224 2.472 4.950
H 2.516 0.318 7.019
H 3.753 1.495 6.372
H 3.924 -0.265 6.126
H 2.033 -0.332 4.808
H 3.328 0.663 4.068
```

Partial charges, natural (NBO), in e:
1 Sr 1.58
2 O -1.24
3 H 0.38
4 O -1.30
5 H 0.37
6 O -1.24
7 H 0.37
8 O -1.30
9 H 0.38
10 C 0.51
11 O -0.61
12 N -0.43
13 C -0.40
14 C -0.44
15 H 0.12
16 H 0.21
17 H 0.20
18 H 0.18
19 H 0.26
20 H 0.21
21 H 0.18
22 C 0.54
23 O -0.60
24 N -0.43
25 C -0.40
26 C -0.43
27 H 0.10
28 H 0.21
29 H 0.19
30 H 0.19
31 H 0.25
32 H 0.19
33 H 0.19
34 C 0.51
35 O -0.63
36 N -0.42
37 C -0.41
38 C -0.42
39 H 0.13
40 H 0.19
41 H 0.22
42 H 0.20
43 H 0.25
44 H 0.19
45 H 0.19
46 C -0.61
47 C -0.07
48 O -0.52
49 C 0.68
50 O -0.52
51 C 0.90
52 F -0.29
53 F -0.29
54 F -0.30
55 H 0.20
56 H 0.21
57 H 0.22
58 H 0.18
59 H 0.22

(3)
Below is a cluster of 5 separate species, C35H80I2N6O11P2 in total at a distorted geometry, with properties calculated with ωB97M-V with the def2-TZVPD basis set.

Calculated values
charge	0
max |F|	0.0910	Eh/bohr
frontier orbital gap	0.30677	Eh

The geometry in XYZ format:
```
136
C35H80I2N6O11P2, DFT ωB97M-V with the def2-TZVPD basis set
C 2.789 -8.191 0.437
C 3.632 -6.825 0.658
O 3.179 -5.765 -0.245
C 3.666 -4.492 0.249
C 2.523 -3.409 0.528
C 1.349 -3.725 1.562
C 0.499 -5.041 1.272
C -0.533 -4.954 0.051
P -2.010 -3.814 0.338
O -2.282 -3.057 -0.967
O -3.393 -4.826 0.603
C -4.412 -4.593 -0.413
C -5.721 -5.432 0.072
O -1.880 -2.845 1.722
C -3.008 -1.913 1.834
C -3.697 -2.166 3.255
C 2.045 -3.031 -0.984
O 2.279 -3.593 -2.057
O 1.218 -1.872 -0.705
C 2.024 -0.937 0.110
C 0.875 -0.158 0.919
C -0.450 -0.076 -0.028
C 2.544 0.082 -1.012
I 2.140 -0.183 -3.163
C 3.286 1.268 -0.689
C 3.689 1.682 0.791
I 3.971 2.623 -2.277
C 3.057 -1.903 0.873
N 4.425 -1.707 0.258
P 3.433 -1.560 2.736
N 4.153 -3.092 3.319
O 4.700 -0.417 2.909
H 2.786 -8.498 -0.660
H 1.705 -8.073 0.784
H 3.238 -9.014 1.109
H 4.759 -7.023 0.504
H 3.446 -6.542 1.763
H 4.458 -4.143 -0.514
H 4.256 -4.626 1.236
H 1.780 -3.853 2.626
H 0.664 -2.818 1.614
H -0.145 -5.218 2.217
H 1.104 -5.996 1.140
H -0.983 -6.012 -0.065
H -0.078 -4.704 -0.961
H -3.996 -4.972 -1.401
H -4.766 -3.500 -0.463
H -6.310 -4.697 0.736
H -6.322 -5.780 -0.827
H -5.343 -6.278 0.736
H -2.591 -0.846 1.768
H -3.704 -2.042 0.941
H -4.286 -1.230 3.526
H -2.849 -2.397 3.998
H -4.356 -3.103 3.154
H 1.117 0.921 1.182
H 0.610 -0.676 1.916
H -0.202 0.250 -1.088
H -1.083 0.776 0.432
H -1.088 -1.012 0.042
H 3.143 1.127 1.617
H 3.402 2.795 0.909
H 4.831 1.657 0.943
H 5.065 -2.240 0.884
H 4.753 -0.735 0.337
H 4.353 -2.989 4.321
H 5.044 -3.266 2.808
H 5.512 -0.830 2.514
C -0.793 6.547 -1.806
C 0.482 5.849 -2.273
C 0.259 4.874 -3.447
O -0.345 3.638 -3.079
C -1.754 3.697 -2.921
N 1.105 5.179 -1.127
H -1.427 5.900 -1.195
H -0.545 7.416 -1.190
H -1.384 6.899 -2.657
H 1.164 6.630 -2.625
H 1.240 4.609 -3.854
H -0.297 5.348 -4.265
H -2.221 4.388 -3.629
H -2.004 3.972 -1.897
H -2.156 2.696 -3.098
H 2.006 4.804 -1.419
H 0.552 4.345 -0.924
C 3.150 9.469 -6.758
C 1.794 8.776 -6.860
C 1.316 8.152 -5.533
O 1.969 6.935 -5.185
C 3.246 7.102 -4.590
N 1.848 7.781 -7.937
H 3.983 8.763 -6.749
H 3.304 10.127 -7.617
H 3.212 10.082 -5.854
H 1.062 9.542 -7.139
H 0.258 7.892 -5.646
H 1.372 8.870 -4.706
H 3.293 7.994 -3.958
H 4.017 7.140 -5.361
H 3.448 6.226 -3.970
H 0.915 7.395 -8.073
H 2.388 6.987 -7.592
C -4.917 6.889 -1.094
C -5.560 5.673 -1.757
C -6.847 5.193 -1.054
O -6.626 4.480 0.158
C -6.374 5.300 1.287
N -4.564 4.600 -1.851
H -4.367 6.630 -0.186
H -4.199 7.355 -1.774
H -5.668 7.640 -0.836
H -5.838 5.972 -2.774
H -7.349 4.485 -1.721
H -7.551 6.019 -0.893
H -6.943 6.234 1.253
H -5.306 5.507 1.369
H -6.669 4.747 2.180
H -4.962 3.830 -2.387
H -4.448 4.208 -0.917
C -0.670 -6.513 5.473
C 0.632 -7.149 4.995
C 1.187 -8.221 5.957
O 1.810 -7.699 7.125
C 0.910 -7.314 8.152
N 1.615 -6.090 4.743
H -0.513 -5.775 6.262
H -1.161 -5.992 4.647
H -1.365 -7.271 5.848
H 0.416 -7.649 4.044
H 1.973 -8.771 5.429
H 0.420 -8.958 6.225
H 0.035 -7.969 8.199
H 0.603 -6.276 8.012
H 1.438 -7.373 9.105
H 2.446 -6.507 4.326
H 1.944 -5.756 5.649
```

Atomic partial charges in e from the Löwdin method, atoms 1 to 99:
1 C -0.09
2 C -0.25
3 O -0.17
4 C -0.16
5 C -0.20
6 C -0.12
7 C -0.19
8 C -0.18
9 P 0.72
10 O -0.33
11 O -0.29
12 C -0.29
13 C -0.08
14 O -0.28
15 C -0.27
16 C -0.08
17 C -0.32
18 O 0.11
19 O -0.15
20 C -0.37
21 C -0.15
22 C -0.08
23 C -0.56
24 I 0.85
25 C -0.71
26 C -0.17
27 I 0.74
28 C -0.42
29 N 0.04
30 P 0.92
31 N -0.18
32 O -0.35
33 H 0.08
34 H 0.06
35 H 0.08
36 H 0.13
37 H 0.11
38 H 0.15
39 H 0.11
40 H 0.10
41 H 0.10
42 H 0.11
43 H 0.08
44 H 0.11
45 H 0.10
46 H 0.12
47 H 0.11
48 H 0.08
49 H 0.07
50 H 0.07
51 H 0.12
52 H 0.11
53 H 0.08
54 H 0.09
55 H 0.08
56 H 0.10
57 H 0.11
58 H 0.06
59 H 0.09
60 H 0.04
61 H 0.05
62 H 0.08
63 H 0.09
64 H 0.06
65 H 0.06
66 H 0.03
67 H 0.03
68 H 0.05
69 C -0.07
70 C -0.42
71 C -0.20
72 O -0.20
73 C -0.12
74 N 0.04
75 H 0.06
76 H 0.07
77 H 0.08
78 H 0.12
79 H 0.10
80 H 0.12
81 H 0.08
82 H 0.05
83 H 0.09
84 H -0.01
85 H 0.07
86 C -0.07
87 C -0.43
88 C -0.20
89 O -0.21
90 C -0.10
91 N 0.04
92 H 0.06
93 H 0.08
94 H 0.08
95 H 0.13
96 H 0.12
97 H 0.12
98 H 0.10
99 H 0.08

(4)
Below is a cluster of 2 separate species, C4H15N3O in total at a distorted geometry, with properties calculated with ωB97M-V with the def2-TZVPD basis set.

Calculated values
energy above the lowest of the compared OMol25 structures with the same formula, charge and spin	2.322	eV
charge	+2
max |F|	0.0919	Eh/bohr
frontier orbital gap	0.39437	Eh

The geometry in XYZ format:
```
23
C4H15N3O, DFT ωB97M-V with the def2-TZVPD basis set
C -1.238 2.119 0.648
C -0.657 0.729 0.573
C 0.940 0.596 0.405
N 1.954 -2.937 0.231
C 1.331 -1.775 0.610
N 1.369 -0.627 -0.162
N -2.646 1.981 1.162
H -0.968 2.606 -0.412
H -0.633 2.884 1.298
H -1.106 0.130 1.339
H -0.891 0.371 -0.433
H 1.270 1.524 -0.245
H 1.340 0.763 1.469
H 1.871 -3.875 0.822
H 2.250 -3.116 -0.738
H 1.050 -1.871 1.705
H 1.328 -0.780 -1.204
H -3.149 1.366 0.472
H -3.080 2.922 1.046
H -2.692 1.648 2.111
H 0.909 -1.197 -4.270
H 0.686 -2.179 -3.079
O 0.763 -1.283 -3.350
```

Partial charges, natural (NBO), in e:
1 C -0.27
2 C -0.45
3 C -0.23
4 N -0.70
5 C 0.39
6 N -0.56
7 N -0.68
8 H 0.28
9 H 0.26
10 H 0.21
11 H 0.23
12 H 0.26
13 H 0.24
14 H 0.47
15 H 0.43
16 H 0.25
17 H 0.47
18 H 0.46
19 H 0.47
20 H 0.46
21 H 0.51
22 H 0.47
23 O -0.97